1.
Entry from the OMol25 dataset: a molecular structure, C42H28FeN9OS2 (the ωB97M-V functional and the def2-TZVPD basis).

Structure (XYZ):
```
83
Properties=species:S:1:pos:R:3:mulliken_spin:R:1
Fe -0.21740 -0.40295 -0.16346 0.092
C 5.60013 -0.89650 -3.13983 -0.001
C 5.88546 -1.79901 -2.10615 0.000
C 4.94385 -2.09840 -1.13499 -0.002
C 3.71293 -1.46820 -1.21754 -0.001
C 2.49729 -1.55324 -0.40627 -0.002
N 1.56507 -0.71288 -0.91787 -0.001
C 2.05742 -0.10843 -2.02219 -0.029
N 1.46026 0.74798 -2.83087 0.009
C 0.23437 1.17281 -2.60595 -0.027
C -0.43080 2.12867 -3.49617 -0.002
C -0.06618 2.68932 -4.70993 0.001
C -0.96680 3.55161 -5.31483 -0.001
C -2.20290 3.84252 -4.72244 0.000
C -2.56767 3.27643 -3.50963 -0.006
C -1.66202 2.41729 -2.90711 -0.003
C -1.72798 1.61613 -1.68226 -0.034
N -2.77574 1.64857 -0.88366 0.008
C -2.87654 0.83019 0.14937 0.001
N -2.00811 -0.12151 0.56338 -0.006
C -2.52285 -0.76298 1.64275 -0.012
N -2.00444 -1.76359 2.32707 0.000
C -0.79989 -2.23732 2.06618 -0.018
N 0.09889 -1.81130 1.14293 0.034
C 1.25321 -2.51222 1.28126 -0.004
N 2.37932 -2.39267 0.60342 0.000
C 1.09612 -3.48282 2.36557 0.000
C 1.94789 -4.43796 2.90150 -0.003
C 1.46685 -5.21455 3.94373 0.000
C 0.16542 -5.04218 4.43638 -0.002
C -0.68498 -4.08916 3.89809 0.001
C -0.20020 -3.31315 2.85556 0.004
C -3.83323 -0.19196 1.96080 0.000
C -4.76872 -0.47527 2.94343 0.003
C -5.93511 0.27340 2.95380 -0.002
C -6.16026 1.28045 2.00459 0.001
C -5.22233 1.56434 1.02371 -0.003
C -4.05407 0.81727 1.02028 0.000
N -0.58492 0.89532 -1.56060 0.049
C 3.43147 -0.56348 -2.24360 0.000
C 4.36731 -0.27018 -3.22260 0.000
H 6.35564 -0.69085 -3.88752 0.000
H 6.85920 -2.26989 -2.07045 0.000
H 5.15183 -2.79960 -0.33963 0.000
H 0.88583 2.44875 -5.16093 0.000
H -0.71759 4.00390 -6.26593 0.000
H -2.88591 4.51807 -5.22495 0.000
H -3.52091 3.48657 -3.04351 0.000
H 2.94909 -4.56191 2.51129 0.000
H 2.10568 -5.96955 4.38651 0.000
H -0.17950 -5.66659 5.25298 0.000
H -1.69008 -3.94608 4.26776 0.000
H -4.58480 -1.25465 3.67086 0.000
H -6.68786 0.08256 3.71045 0.000
H -7.08490 1.84623 2.03970 0.000
H -5.38192 2.33941 0.28669 0.000
H 4.13083 0.42278 -4.01805 0.000
C 0.68618 0.26138 3.73879 0.043
C 0.58332 1.67885 3.26414 0.000
C 0.55393 2.73516 4.14677 0.009
C 0.49225 4.06312 3.73165 -0.031
C 0.49685 4.29777 2.35818 0.007
C 0.52462 3.28278 1.42675 -0.018
C 0.57015 3.57739 -0.04313 0.061
C 0.51654 1.91499 1.85195 0.042
N 0.51792 0.92816 0.99457 0.885
H 1.02726 0.22148 4.77628 0.001
H 1.39091 -0.29789 3.11872 -0.011
H -0.26779 -0.26894 3.68223 -0.005
H 0.59320 2.50536 5.20799 0.005
H 0.46547 4.87592 4.44222 -0.005
H 0.49276 5.31803 1.98718 0.004
H 0.94409 4.58781 -0.22127 0.001
H -0.41153 3.49793 -0.51794 -0.011
H 1.22231 2.86863 -0.55722 -0.014
C -3.81238 -0.39063 -3.35529 0.000
O -2.79842 -0.84920 -2.47998 0.000
C -2.11622 -1.96443 -2.78417 0.002
S -2.41625 -2.77162 -4.22592 0.000
S -0.90235 -2.32176 -1.65470 -0.006
H -4.27163 0.44097 -2.82369 0.000
H -4.53383 -1.18272 -3.56673 0.000
H -3.37931 -0.04932 -4.29906 0.000
```

## Properties
expectation value of S²	0.772
gap between HOMO and LUMO (alpha / beta)	4.9 / 4.5	eV
HOMO level (alpha / beta)	-0.0444 / -0.0307	hartree
2S+1	2
total charge	-2

---

2.
Entry from the OMol25 dataset: a molecular structure, C42H29Cl4KN3O2P2 (the ωB97M-V functional and the def2-TZVPD basis).

Structure (XYZ):
```
83
Properties=species:S:1:pos:R:3:mulliken_charge:R:1
K 1.35788 -0.33837 0.62263 1.551
C 5.91171 -1.01017 -0.00482 -1.036
C 4.50739 -1.02127 -0.07666 -0.137
N 3.78593 0.07858 -0.07000 -0.240
C 4.41041 1.27264 0.01919 0.178
C 5.80251 1.38396 0.08521 0.987
C 6.55077 0.19497 0.07187 -0.615
C 6.42180 2.68291 0.16793 -0.919
C 5.67765 3.79667 0.19056 -0.945
C 4.23804 3.72508 0.13981 1.146
C 3.43609 4.87388 0.17921 -0.731
C 2.07694 4.74823 0.14243 -1.157
C 1.52666 3.45832 0.06448 0.104
N 2.24505 2.35817 0.02004 0.457
C 3.59502 2.48276 0.05707 -0.346
H 6.45788 -1.94369 -0.00387 0.429
H 3.95644 -1.96117 -0.13995 0.475
H 7.63244 0.24967 0.13086 0.395
H 7.50392 2.74174 0.21525 0.359
H 6.14661 4.77237 0.25521 0.361
H 3.90735 5.84890 0.24455 0.400
H 1.42598 5.61148 0.17870 0.442
H 0.44962 3.33161 0.04887 0.344
N -2.25227 -0.23714 0.30156 0.048
P -1.33077 1.17047 0.09833 -0.222
C -2.47040 2.39869 0.86608 0.179
C -3.03084 2.08011 2.10681 -0.512
C -3.82434 2.99917 2.78079 -0.567
C -4.05784 4.25713 2.23635 -0.454
C -3.48775 4.59287 1.01685 -0.727
C -2.69795 3.66975 0.33793 -0.479
C -1.55978 1.57370 -1.69275 0.887
C -0.42705 1.68756 -2.49620 -0.257
C -0.53962 1.91143 -3.86643 -0.664
C -1.79317 2.01489 -4.44743 -0.420
C -2.93499 1.89164 -3.65914 -0.810
C -2.81510 1.67408 -2.29594 -0.212
P -1.31665 -1.71821 0.18745 0.889
C -1.45153 -2.02181 -1.65438 0.339
C -0.25562 -1.98202 -2.37270 -0.435
C -0.25940 -2.02726 -3.76636 -0.710
C -1.45883 -2.11801 -4.45689 -0.456
C -2.65891 -2.17740 -3.75201 -0.752
C -2.64910 -2.13493 -2.36491 -0.350
C -2.64504 -2.86271 0.73402 -0.183
C -2.57918 -4.20494 0.34091 -0.724
C -3.51245 -5.12429 0.79142 -0.599
C -4.52939 -4.72498 1.65389 -0.426
C -4.59012 -3.40367 2.06937 -0.617
C -3.64991 -2.48034 1.61918 -0.265
H -3.18460 -0.22850 -0.10633 0.454
H -2.83099 1.10526 2.53953 0.370
H -4.25519 2.73441 3.73943 0.408
H -4.67872 4.97270 2.76254 0.363
H -3.66292 5.57217 0.58694 0.379
H -2.26940 3.93876 -0.62104 0.383
H 0.55545 1.58208 -2.04692 0.207
H 0.35186 1.98864 -4.47795 0.424
H -1.88605 2.17916 -5.51453 0.364
H -3.91737 1.95774 -4.11269 0.400
H -3.71100 1.57972 -1.68989 0.361
H 0.68842 -1.92659 -1.82649 0.434
H 0.67784 -1.99159 -4.31091 0.424
H -1.46325 -2.14983 -5.54070 0.367
H -3.59872 -2.25552 -4.28703 0.396
H -3.58932 -2.19160 -1.82317 0.384
H -1.78102 -4.52488 -0.32164 0.406
H -3.44388 -6.15875 0.47599 0.386
H -5.26012 -5.44308 2.00656 0.356
H -5.36629 -3.08779 2.75665 0.398
H -3.68855 -1.45507 1.96799 0.313
Cl 3.58707 -5.64650 3.83072 -0.258
C 2.60226 -4.26873 3.41612 0.240
C 2.17300 -3.39393 4.38821 0.241
Cl 2.61432 -3.63951 6.05766 -0.257
C 1.37455 -2.29302 4.01848 0.133
Cl 0.83678 -1.16196 5.23728 -0.255
C 0.94605 -2.03601 2.69980 -0.149
O 0.19894 -1.02090 2.40712 -0.805
C 1.45166 -2.94626 1.65348 -0.318
O 1.21240 -2.71817 0.39638 -0.716
C 2.23988 -4.03054 2.07556 0.426
Cl 2.83081 -5.08298 0.80849 -0.263
```

## Properties
gap between HOMO and LUMO	4.6	eV
HOMO level	-0.1059	hartree
energy above the lowest of the compared OMol25 structures with the same formula, charge and spin	30.1	kcal per mole
total charge	-1

---

3.
Entry from the OMol25 dataset: a molecular structure, C42H29Cl5F6FeGeNO2P (the ωB97M-V functional and the def2-TZVPD basis).

Structure (XYZ):
```
88
Properties=species:S:1:pos:R:3:mulliken_spin:R:1
Fe -1.30419 -0.33036 -2.39478 4.405
C -0.92927 -4.31093 -0.87956 0.005
C -1.61207 -4.20168 0.33565 0.011
C -2.34564 -3.05797 0.65641 0.003
C -2.36590 -2.00058 -0.25182 0.022
C -1.56615 -2.10515 -1.44301 0.271
C -0.98444 -3.29026 -1.83066 -0.119
C -3.07320 -0.69688 -0.03375 0.050
C -4.17181 -0.51427 0.83209 -0.001
C -4.77534 0.73357 0.95733 0.003
C -4.21390 1.81959 0.27145 0.003
C -4.83803 3.13167 0.20839 0.001
C -4.29071 4.17112 -0.49014 0.000
C -3.12170 3.94215 -1.23684 0.002
C -2.54177 2.68441 -1.31480 0.007
C -3.12656 1.56887 -0.65130 -0.022
N -2.66801 0.28081 -0.82445 0.052
H -0.43682 -5.25373 -1.12032 0.000
H -1.60166 -5.03514 1.01475 0.001
H -2.88378 -2.93920 1.59883 0.000
H -0.49483 -3.43513 -2.82390 0.008
H -4.62506 -1.36414 1.29367 0.001
H -5.74595 0.82773 1.43431 0.000
H -5.75474 3.28357 0.83608 0.000
H -4.84081 5.15484 -0.58500 0.000
H -2.65347 4.78961 -1.73119 0.000
H -1.73442 2.53561 -1.99141 0.020
Cl -0.33257 1.75551 -4.25870 0.005
C -1.99460 1.37095 -4.50269 -0.108
C -2.64613 0.33210 -3.85056 0.256
C -3.94251 -0.01236 -4.26541 -0.058
Cl -4.65680 -1.49302 -3.76686 0.006
C -4.72546 0.75329 -5.15120 -0.002
Cl -6.29788 0.25570 -5.73012 0.002
C -4.10298 1.87865 -5.73627 0.002
Cl -4.90472 2.79671 -6.90090 0.001
C -2.72881 2.18676 -5.42600 0.007
Cl -1.95637 3.51099 -6.12984 0.003
O 0.43030 0.47409 -1.81206 0.164
C 1.36747 0.28300 -0.97532 0.002
O 1.23358 -0.31623 0.14990 -0.030
C 2.79405 0.79322 -1.27608 0.006
C 3.70013 0.54599 -0.03703 0.000
Ge 2.69306 0.05158 1.68283 0.006
C 3.97297 0.90285 3.07902 0.000
C 4.21239 2.28943 2.93753 0.000
C 4.78434 3.01274 3.98381 0.000
C 5.28085 2.36966 5.09754 0.000
C 5.03092 0.99978 5.23757 0.000
C 4.39546 0.26745 4.24786 0.000
C 3.11361 -1.82942 1.99701 0.000
C 2.11490 -2.73485 2.23574 0.000
C 2.42898 -4.07372 2.48889 0.000
C 3.74218 -4.49990 2.68284 0.000
C 4.76705 -3.57070 2.28565 0.000
C 4.45895 -2.25867 1.95265 0.000
C 1.20581 0.95778 2.66321 -0.001
C 0.38837 0.14468 3.44521 0.000
C -0.84138 0.60121 3.88571 0.000
C -1.26476 1.92888 3.60124 0.000
C -0.35203 2.75724 2.99105 0.000
C 0.87493 2.30162 2.49664 0.000
H 2.72863 1.83567 -1.63942 0.000
H 3.14732 0.23012 -2.11744 0.001
H 4.40083 1.37964 0.08481 0.000
H 4.31956 -0.34293 -0.15964 0.000
H 3.87032 2.81688 2.01717 0.000
H 4.91784 4.10000 3.84144 0.000
H 5.86989 2.91694 5.82669 0.000
H 5.26749 0.47634 6.14590 0.000
H 4.16353 -0.77780 4.42148 0.000
H 1.05479 -2.40160 2.11360 -0.001
H 1.58023 -4.78953 2.54950 0.000
H 3.92875 -5.51564 3.06534 0.000
H 5.79815 -3.87926 2.25644 0.000
H 5.25315 -1.51392 1.78013 0.000
H 0.68480 -0.87928 3.68816 0.000
H -1.51658 -0.10046 4.39702 0.000
H -2.30348 2.20981 3.83875 0.000
H -0.59708 3.83653 2.85992 0.000
H 1.54208 3.01938 2.04925 0.000
F -1.00659 -1.51240 -4.25155 0.002
P 0.35923 -1.96851 -5.21298 0.005
F -0.20529 -3.49178 -5.26028 0.001
F 1.06558 -2.32249 -3.77784 0.002
F 0.94010 -0.47802 -5.12017 0.001
F 1.67571 -2.44371 -6.07908 0.000
F -0.48199 -1.52504 -6.47610 0.001
```

## Properties
expectation value of S²	8.758
gap between HOMO and LUMO (alpha / beta)	7.2 / 7.0	eV
HOMO level (alpha / beta)	-0.2217 / -0.2218	hartree
energy above the lowest of the compared OMol25 structures with the same formula, charge and spin	0.0	kcal per mole
2S+1	6
total charge	-1

---

Number 1: total energy -4245.63937 hartree. Number 2: total energy -5056.19986 hartree. Number 3: total energy -8405.52943 hartree.